[1]
Molecular formula: C28H36As3Cl2F6HfNO4Sb
Method: DFT, ωB97M-V/def2-TZVPD

Summary:
- LUMO (alpha / beta) (Ha) = -0.22470 / -0.30754
- multiplicity = 2
- ⟨S²⟩ = 0.752
- energy relative to the best compared isomer or geometry (same formula, charge and spin) (eV) = 1.176
- net charge = +2

The geometry in XYZ format:
```
82
Properties=species:S:1:pos:R:3:forces:R:3
Hf 1.45678 0.49797 1.22084 -0.0465 0.2871 -0.1521
Sb 4.21949 -1.81838 0.77917 -0.1550 0.0913 0.0146
As -4.79783 -0.00948 -3.60654 -0.0288 -0.0186 -0.0069
As -1.56278 0.83958 0.52874 0.0181 -0.0080 -0.0051
As 0.58814 -1.41069 -1.23441 -0.0583 -0.0281 -0.0313
Cl 6.57272 0.16826 0.67354 0.0268 -0.0471 -0.0113
Cl 6.68373 4.50197 -2.47248 -0.0059 -0.0137 0.0011
F 5.88557 -2.57185 0.44350 -0.0014 0.2077 -0.0506
F 3.55480 -3.51131 1.17956 0.0598 -0.0409 -0.0218
F 4.62084 -1.24488 2.48911 -0.0159 -0.0236 -0.0028
F 3.76844 -1.94363 -1.03984 -0.0191 -0.0453 0.0189
F 2.74280 0.91429 2.56305 -0.0041 0.0323 -0.0128
F 2.27212 -1.44965 1.31482 -0.0407 -0.0687 0.0798
O -0.14198 3.40844 3.64359 0.0176 0.0147 -0.0186
O 3.63011 0.24206 0.23682 0.1060 -0.1774 0.0839
O 1.41476 1.67237 -0.61334 0.0386 -0.0095 0.0320
O 0.59847 2.24349 1.87602 0.0267 -0.0954 0.0204
N 0.19148 -0.03855 3.09245 -0.0023 -0.0555 -0.0070
C 3.68160 2.23000 -1.10627 0.0340 -0.0464 -0.0430
C -1.83646 2.67843 -0.05018 -0.0040 0.0086 -0.0035
C -2.75311 0.84295 2.06903 0.0001 0.0149 0.0111
C 2.27017 2.32205 -1.24233 -0.0157 -0.0034 -0.0236
C 5.77934 3.27526 -1.67866 0.0518 0.0253 -0.0064
C -0.39543 1.01876 5.16760 0.0093 -0.0064 0.0044
C -0.79114 -2.65454 5.51889 0.0009 -0.0053 -0.0059
C 5.72277 1.31855 -0.27302 -0.0738 -0.1026 0.1072
C 6.43353 2.31293 -0.91424 -0.0164 0.0284 -0.0249
C 4.32960 1.21973 -0.35133 0.0488 0.1037 -0.0506
C 0.18006 2.37941 3.11987 -0.0043 -0.0421 0.0637
C -2.79781 -0.11129 -0.68429 -0.0155 0.0054 -0.0062
C -3.43800 -1.18403 -2.85873 0.0122 0.0034 0.0038
C -0.71392 -3.76663 4.73438 0.0010 0.0123 0.0001
C -4.28204 0.72549 -5.30353 0.0057 0.0065 -0.0010
C -5.54545 1.36621 -2.49080 0.0029 -0.0003 0.0062
C -2.26539 -0.55571 -2.05004 0.0186 -0.0026 0.0098
C -0.50357 -1.37563 4.98243 -0.0063 -0.0126 0.0233
C -0.06171 -2.42805 2.82992 -0.0004 0.0034 0.0009
C 1.45144 -0.97021 -2.92599 0.0099 -0.0027 -0.0035
C 4.41411 3.23091 -1.77433 -0.0468 -0.0026 0.0171
C -0.10820 -1.26536 3.62989 0.0042 0.0095 -0.0020
C -0.35624 -3.64564 3.37375 -0.0012 -0.0100 -0.0012
C 0.96426 -3.31794 -1.11306 0.0181 0.0021 -0.0030
C 0.01107 1.04829 3.83197 0.0125 -0.0131 -0.0144
C -1.64565 0.60454 -2.82471 -0.0057 0.0274 0.0070
C -1.26266 -1.71127 -1.89430 0.0061 -0.0164 0.0116
C -0.62069 -0.19711 5.74914 0.0057 0.0148 -0.0078
H -1.07756 -2.72846 6.56009 0.0007 0.0015 0.0007
H 1.18357 0.03755 -3.24038 0.0104 -0.0094 0.0064
H -6.36939 1.82484 -3.03503 0.0054 -0.0005 -0.0072
H -1.46484 3.33311 0.73624 -0.0018 -0.0034 0.0023
H -4.77707 2.11436 -2.28864 -0.0016 0.0033 0.0042
H 3.88584 3.97965 -2.35033 0.0027 0.0039 0.0001
H -2.89831 2.87077 -0.20847 0.0009 -0.0002 -0.0005
H -3.06844 -1.70319 -3.74657 0.0063 0.0060 0.0025
H 1.89794 3.04831 -1.97275 -0.0011 -0.0038 -0.0040
H -1.33928 0.29789 -3.82765 0.0006 -0.0043 0.0029
H -3.77353 1.04957 1.74672 -0.0001 -0.0047 -0.0010
H -0.76040 0.98050 -2.30744 -0.0037 0.0010 0.0024
H -3.53209 1.49942 -5.13378 0.0042 0.0025 -0.0080
H -2.44811 1.62589 2.76181 -0.0029 -0.0006 0.0005
H -3.15452 -0.98473 -0.13086 0.0079 -0.0043 -0.0023
H -3.87349 -0.06564 -5.92798 0.0052 -0.0007 0.0033
H -3.65197 0.56086 -0.79725 -0.0036 0.0104 -0.0121
H -2.33610 1.44967 -2.91163 -0.0107 -0.0037 -0.0027
H 0.60475 -3.81478 -2.01392 -0.0015 -0.0019 0.0026
H 1.15235 -1.68020 -3.69692 -0.0011 -0.0030 0.0047
H -2.71860 -0.11976 2.57751 -0.0012 -0.0027 -0.0024
H 2.03040 -3.49268 -1.00876 -0.0053 0.0104 0.0067
H -0.51146 1.95691 5.69035 0.0010 0.0011 0.0009
H -0.91344 -0.26925 6.78933 0.0008 -0.0033 0.0017
H 0.45395 -3.73374 -0.24487 -0.0045 0.0019 -0.0009
H -3.97159 -1.91712 -2.25120 -0.0042 0.0050 0.0026
H 0.21362 -2.35196 1.78657 0.0076 0.0055 -0.0035
H -1.68875 -2.47080 -1.23289 0.0048 -0.0026 0.0024
H -0.30975 -4.53398 2.75749 0.0002 0.0006 0.0006
H -0.93163 -4.74214 5.14619 0.0022 -0.0014 -0.0013
H -1.10135 -2.19560 -2.86150 -0.0009 0.0018 0.0002
H -1.27910 2.88928 -0.96013 0.0009 -0.0031 -0.0106
H 7.51049 2.34103 -0.81422 0.0003 -0.0027 0.0006
H -5.91093 0.93283 -1.56331 0.0048 -0.0013 -0.0001
H -5.15786 1.15941 -5.78185 -0.0035 0.0013 0.0083
H 2.52855 -1.02797 -2.78963 0.0135 0.0004 0.0006
```
Forces are in eV/Å.

***

[2]
Molecular formula: C28H36B3F32O7P
Method: DFT, ωB97M-V/def2-TZVPD

Summary:
- LUMO (Ha) = 0.00927
- net charge = 0

The geometry in XYZ format:
```
107
Properties=species:S:1:pos:R:3:forces:R:3
P 1.17860 2.87242 -2.76981 0.2731 0.2257 -0.0103
F -3.44154 -2.06486 -2.96721 0.0791 0.0354 -0.0527
F -10.19422 1.17189 2.77696 -0.0566 0.0076 0.0976
F -1.36858 -1.65577 -3.52071 0.1121 0.0457 -0.0056
F 3.08846 -5.08332 1.98470 0.1896 0.0547 0.2583
F -7.66476 0.68424 3.30288 0.0478 0.0439 -0.0697
F 6.08378 -6.95001 4.76884 0.1124 -0.0305 -0.0074
F 3.96560 -6.62618 3.25201 -0.1286 0.0466 0.0654
F -7.01717 3.37016 2.41824 0.2921 -0.0776 0.1704
F 3.76031 -3.44301 -0.53739 -0.0091 0.1066 0.0492
F 5.23471 -4.52144 4.71272 -0.1489 0.0353 -0.0887
F 2.63007 -5.15690 -4.69091 -0.0599 -0.0358 -0.0272
F 8.55976 -6.34934 2.36640 0.2203 -0.0942 0.0414
F 2.02726 -2.26941 -2.48933 0.0013 0.0108 0.1372
F -6.22249 2.45507 0.62746 0.2922 -0.1488 0.0265
F 2.93417 -0.93063 -1.02990 0.0082 -0.1217 0.1180
F 7.39019 -4.79895 3.32312 0.1519 -0.0058 0.1745
F 1.20033 -6.62943 -2.83236 -0.0038 -0.1789 -0.1768
F -5.55630 1.17270 3.03330 0.0759 0.1594 -0.0686
F 2.40865 -2.65443 0.98070 -0.2251 0.1702 0.0348
F -5.99224 -0.08114 -0.78106 -0.1630 -0.1257 -0.1559
F -2.26923 -0.31747 -5.76948 0.2172 -0.0658 -0.0851
F 3.68578 -4.17159 -3.05064 -0.0275 -0.0796 -0.0578
F -10.61719 2.52886 5.05344 0.0063 0.0117 -0.1016
F -5.98317 -1.41497 -3.13006 -0.0452 0.0082 0.1058
F -11.49635 2.90023 2.52608 -0.0471 0.2562 0.0562
F -7.20938 0.38520 -3.16788 -0.0157 0.2570 0.0732
F -4.02722 0.10493 -1.69275 -0.1402 0.0103 -0.0924
F -2.76328 0.61300 -3.87772 0.2320 -0.0555 0.0638
F -8.54398 2.81847 4.43201 -0.1624 0.0551 -0.0238
F 3.05177 -4.50634 4.62484 0.0485 -0.0266 -0.0980
F 0.80812 -4.50077 -2.82102 -0.0015 -0.0150 -0.2377
F 8.22211 -6.64148 5.10044 0.0632 0.0261 -0.0207
O 0.10312 4.48807 -0.58294 -0.0565 0.1520 -0.3262
O 6.39871 -6.36250 2.06447 -0.3232 -0.1648 0.4625
O -4.33072 -0.45598 -5.06782 -0.0948 -0.3252 0.4702
O -8.34080 2.19414 1.06126 -0.1330 -0.4533 0.4318
O 1.44501 2.63705 0.02754 -0.2219 0.1727 -0.3691
O 2.03152 -5.44333 -1.19976 0.4568 0.3730 -0.1314
O 2.25235 4.83473 0.22758 -0.3861 0.1768 0.9391
C 0.83008 1.04868 -2.85202 0.1441 1.1307 -0.1568
C -6.72944 0.99552 2.38570 0.2399 -0.4922 0.1122
C 5.47695 4.65072 0.85468 -0.0069 -0.5498 0.4223
C -7.10315 2.27782 1.63799 -0.4232 0.6229 -0.3105
C 5.22713 4.29777 2.31823 -0.2391 1.3914 0.0037
C 5.86549 5.38518 3.18610 -0.6277 -0.9993 -0.1082
C -2.62798 -1.76924 -3.99894 0.1514 -0.4029 0.1260
C 7.38450 -6.09745 2.97536 -0.1056 0.3055 -0.4733
C 7.29800 -7.02140 4.19076 0.0662 -0.2575 0.2944
C 2.04561 -1.94278 -1.18104 -0.0801 0.4944 -0.1342
C 2.96802 3.14678 2.03845 -0.2828 0.7652 -0.4764
C 2.46649 -3.11776 -0.29934 0.3290 -0.5737 -0.1783
C 1.60149 -4.39176 -0.35259 -0.5952 -0.0070 0.0662
C -9.40592 3.00257 1.52154 -0.2184 0.4586 -0.5065
C -0.03276 3.78526 -3.84931 0.9571 -0.8177 0.2009
C 4.17223 -5.38876 2.76074 0.4187 -0.6054 0.0220
C -5.92500 -0.06674 -3.14192 0.1857 -0.6083 -0.2689
C 4.18027 -4.35702 3.88901 -0.2488 0.2983 0.1901
C 3.75231 4.27950 2.68275 0.4412 -0.7319 0.1049
C 5.38106 -5.41400 1.81186 0.0110 0.2497 -0.7081
C -5.32484 0.45019 -1.83407 0.1059 0.3528 0.5050
C 1.73715 -5.42923 -2.53582 -0.3910 0.0107 0.4623
C -5.27533 0.39983 -4.45425 -0.2617 0.4952 -0.4667
C 0.71820 4.39980 -5.00843 0.0134 0.2548 0.5374
C -9.82522 3.09038 4.10975 -0.1366 0.1455 0.3377
C -10.20573 2.51981 2.74208 0.2902 -0.5383 -0.2844
C 2.99317 -5.27424 -3.39462 0.2867 -0.0382 -0.2632
C -3.02555 -0.44998 -4.66277 -0.3038 0.4084 -0.2309
B 2.21258 3.52237 0.72192 1.3080 -0.3066 0.4857
B 0.94079 5.27103 0.14465 0.1975 0.8017 -0.1035
B 0.83988 3.38220 -0.98926 -1.0005 -1.3779 -0.5754
H 3.63930 -6.14632 -3.27693 -0.0638 -0.0476 0.0284
H 1.17263 3.64978 -5.62030 0.1643 -0.5001 -0.5639
H -0.48051 4.53401 -3.23219 -0.5333 0.4826 0.3365
H 5.79182 -4.41763 1.65456 -0.0333 0.0892 0.2304
H 3.34440 5.25672 2.48862 -0.4003 0.3871 -0.2648
H 4.19691 -3.34315 3.47886 0.0195 -0.0292 -0.0336
H 0.58586 6.24391 0.71596 -0.0922 0.1840 -0.1292
H 4.66065 5.19087 0.42085 -0.5664 0.3121 -0.2045
H 5.24229 6.25182 3.08718 -0.0778 0.8314 -0.0601
H -9.97764 4.17336 4.12811 0.0162 -0.0118 -0.0425
H -6.62848 0.15999 1.69139 -0.0208 0.0973 -0.1306
H 1.61174 0.57839 -3.40638 0.4624 -0.4011 -0.3840
H 3.59408 2.28481 1.89618 0.3568 -0.5641 -0.1290
H 0.82849 0.66407 -1.85508 -0.1867 -0.3477 0.5937
H 1.65226 -4.82402 0.62791 0.0601 -0.0461 0.2850
H 7.48613 -8.05444 3.89231 0.0331 0.0239 -0.0704
H -6.09018 0.43912 -5.17307 -0.0998 -0.0987 0.0253
H -2.67031 -2.58812 -4.71929 0.0187 0.0811 -0.0969
H 0.54869 -4.15606 -0.50755 0.0541 0.2208 -0.2655
H 6.87448 5.59662 2.89867 0.6246 0.1751 -0.0148
H -0.76132 3.07560 -4.19441 -0.6504 -0.2199 -0.0897
H 5.62296 3.33684 2.58491 0.5030 -0.6081 -0.0378
H -9.10031 4.04304 1.62594 0.0586 -0.0108 0.2513
H 4.97765 -5.71986 0.84900 -0.1040 -0.0648 0.0062
H 0.09187 5.04575 -5.58897 -0.4248 0.2894 -0.5535
H 1.05525 -1.58001 -0.89056 -0.0049 -0.0739 0.0295
H -0.10643 0.90866 -3.35654 -0.5540 -0.2999 -0.0475
H -4.89949 1.41957 -4.37816 0.0947 -0.0202 0.2380
H 5.80038 5.06107 4.20727 0.2677 0.0536 0.7314
H 1.52481 4.99568 -4.61822 0.4129 0.3813 0.1040
H -5.40666 1.53870 -1.77266 -0.0383 -0.0043 -0.0805
H 3.71004 4.14075 3.74965 -0.0786 0.0180 0.6505
H 5.64707 3.76307 0.27693 0.0850 -0.4294 -0.5582
H -10.11449 2.98475 0.69695 -0.0944 -0.1043 0.0111
H 6.34072 5.28116 0.78715 0.6384 0.2296 -0.2343
H 2.20307 2.82454 2.72850 -0.5008 -0.2897 0.2749
```
Forces are in eV/Å.

***

[3]
Molecular formula: C28H36BNO9S3
Method: DFT, ωB97M-V/def2-TZVPD

Summary:
- structure (SMILES) = S=C(SCCCBS)N(c1ccccc1)c1ccccc1.C[C@@H]1COC(=O)O1.C[C@@H]1COC(=O)O1.C[C@@H]1COC(=O)O1
- LUMO (Ha) = -0.01420
- net charge = 0

The geometry in XYZ format:
```
78
Properties=species:S:1:pos:R:3:forces:R:3
S 1.31255 2.62502 1.40115 -2.5538 -0.1680 0.1460
S 4.02948 -3.70398 -0.32163 -0.4569 -0.8321 0.7496
S -0.23896 4.73436 2.98002 -0.3332 -2.6654 -1.5688
O 5.33466 -7.22247 -4.93839 -0.9695 0.6013 -2.6719
O 4.02299 -2.19163 -3.93164 -0.8255 1.0350 -0.5090
O 4.45814 -5.79965 -6.50672 0.2675 -0.7723 0.5828
O -5.08545 6.47716 7.93433 0.5459 -0.8654 -0.7533
O 4.92224 -7.92929 -7.07935 0.1273 0.7002 1.1157
O 3.47436 -1.77176 -6.07673 -0.4200 0.5334 0.8066
O -4.90016 4.23389 8.04431 0.2826 0.5819 -0.7314
O 2.60410 -0.45722 -4.41330 1.5272 -2.1110 -0.8057
O -3.96886 5.35588 6.27621 -1.5012 -0.0431 2.4688
N -1.56619 2.49770 1.74840 -0.8767 1.7274 0.6703
C -3.50703 2.06788 -0.07565 -0.0689 2.5153 -1.3723
C 2.90564 -0.97939 0.67596 0.7574 -0.0221 -0.2112
C -5.99290 6.01866 8.92376 -0.6115 0.7168 1.0594
C -4.44644 4.05509 -1.86460 2.6612 -1.8726 3.6103
C -2.33600 2.00445 2.94285 -2.8831 -2.6850 3.7481
C -4.59909 5.35550 7.32131 1.4801 0.2789 -2.2237
C 4.53938 -7.88917 -9.46922 0.3235 -0.2354 -0.0107
C 4.93623 -7.00514 -6.07128 1.0321 -0.8170 2.3830
C -3.79394 2.18554 5.42942 1.0480 -2.9604 -2.4032
C 4.11909 -7.37267 -8.10784 -0.1862 -0.4437 -1.3740
C -2.95404 2.88902 4.17337 -0.3817 -3.3462 -0.0345
C -5.40901 4.68729 9.28767 -0.4506 -0.6095 0.5738
C 4.42687 -3.30987 -4.70565 1.0648 -1.2254 0.2876
C -2.63875 0.36078 2.99605 -1.4338 1.8408 2.8656
C 4.34330 -5.90336 -7.91616 -0.5015 0.5874 -0.5168
C -4.50145 2.50019 -1.30480 3.0583 2.6196 2.0738
C -2.42328 3.10099 0.67000 -3.0751 1.1016 -3.8069
C 3.30034 -1.39242 -4.77396 -1.2771 1.9468 0.8443
C 5.72429 -3.89489 -4.18484 0.2199 0.1658 0.2616
C -4.06487 0.55614 5.48446 2.3508 1.6508 -3.7649
C 2.26398 0.33035 -0.11124 0.7462 0.3457 0.7548
C -2.39286 4.63654 0.10562 -2.2710 -2.6697 -1.4336
C -6.07738 6.99323 10.08128 0.2506 0.3176 -0.0146
C 0.94735 0.93545 0.66067 -1.2135 -1.6658 -0.4258
C -0.34026 3.29603 2.08665 0.8474 0.4454 0.0107
C -3.48786 -0.36334 4.21522 0.9063 4.2457 -0.2484
C 4.53186 -2.71630 -6.07771 0.1060 -0.4831 -0.7050
C -3.39296 5.08721 -1.12624 -0.5887 -3.3617 0.3589
B 2.74560 -2.31476 -0.28491 0.4276 0.8667 2.0742
H 0.05164 0.94275 -0.11859 1.8101 0.3811 1.8402
H -5.15041 4.32203 -2.76325 1.6868 -0.2642 2.0443
H -4.64055 0.00291 6.36409 1.3698 1.5428 -2.0953
H -3.54957 0.93098 0.28632 0.1385 2.8883 -0.7817
H 5.46974 -2.18123 -6.25277 0.0722 -0.1085 0.1632
H 5.94317 -4.85002 -4.66817 -0.1243 0.1466 0.1591
H -1.64751 5.41735 0.55562 -1.6577 -1.7226 -1.0008
H -3.65963 -1.53112 4.14321 0.3809 2.7698 0.2749
H 2.03315 0.01423 -1.21975 0.2309 0.8747 2.2261
H 4.07231 -0.83676 0.84716 -2.4428 -0.1357 -0.2090
H 1.79399 -2.37639 -0.99212 0.2655 -0.0870 -0.4164
H 6.56628 -3.21637 -4.36395 -0.1779 0.0147 -0.0365
H -6.15843 3.99227 9.67666 0.1837 -0.0093 -0.1996
H 2.43126 -1.15808 1.74112 0.8243 0.4392 -2.0500
H -5.20306 1.66051 -1.77518 1.7113 2.1737 1.1404
H -4.22612 2.81746 6.33439 1.2230 -1.3343 -2.4118
H 4.06362 -4.35543 0.94951 -0.1879 1.5275 -1.3580
H 4.38844 -3.45820 -6.86828 -0.1072 0.3524 0.1623
H -2.78296 4.05077 4.19533 -0.4258 -2.6341 -0.0028
H -6.89604 6.72877 10.75481 0.0462 0.0002 -0.1133
H 3.07820 -7.65558 -7.90532 0.0680 0.1642 0.0125
H 3.08709 1.18299 -0.13706 -1.6737 -1.8029 -0.0992
H 4.62433 -8.98104 -9.45716 -0.1846 0.1878 0.0055
H -6.97692 5.91564 8.44879 0.0981 -0.1274 0.0535
H 5.52357 -7.50054 -9.75516 -0.1587 0.0070 0.1087
H -2.25181 -0.31629 2.12182 -0.7552 1.5137 1.8458
H 3.81816 -7.59789 -10.23653 0.0244 -0.0296 0.1195
H 0.61535 0.24516 1.57671 0.7917 1.4024 -2.1429
H 5.66977 -4.04861 -3.10183 -0.1062 -0.1198 -0.2127
H -3.36359 6.20054 -1.55323 0.0808 -2.7453 1.2340
H 5.27295 -5.54018 -8.36386 -0.0114 -0.1783 -0.1196
H 3.62785 -4.05992 -4.64649 0.0874 0.0937 -0.1435
H -6.23384 8.01340 9.71480 -0.1304 -0.2231 0.0256
H -4.57757 4.75249 9.99550 -0.0916 0.1801 0.0276
H 3.50820 -5.29982 -8.28266 0.1087 -0.0225 0.2184
H -5.14577 7.00615 10.65865 -0.1183 -0.0847 -0.1288
```
Forces are in eV/Å.

***

Number 1: molar mass 1160.51 g mol⁻¹. Number 2: molar mass 1155.94 g mol⁻¹. Number 3: molar mass 637.61 g mol⁻¹.